{"formula": "C6H9AgClGaN2O3S2", "method": "ωB97M-V/def2-TZVPD", "symbols": ["O", "C", "N", "Ga", "C", "C", "C", "C", "S", "O", "O", "Cl", "N", "C", "S", "H", "H", "H", "H", "H", "H", "H", "H", "H", "Ag"], "xyz": [[3.350220, 1.334892, 2.304548], [2.344626, 0.827370, 2.013992], [1.314196, 0.237773, 1.737158], [0.037881, 1.470210, 1.064615], [-1.077783, 0.753014, -0.588701], [-0.189041, 0.398740, -1.765738], [1.054917, -0.460495, -1.495783], [0.926492, -1.850342, -0.822587], [-0.649207, -2.676621, -0.616794], [-0.363460, -4.073189, -0.586648], [-1.277969, -2.175623, 0.572638], [-1.801888, -2.374097, -2.266755], [-1.248022, 2.107168, 2.393062], [-2.024103, 1.189780, 2.632137], [-2.838545, -0.047042, 3.087045], [0.814563, 2.786933, 0.534934], [-1.789299, -0.016128, -0.274530], [-1.665506, 1.628911, -0.882422], [0.191301, 1.358312, -2.129681], [-0.822740, 0.035770, -2.581939], [1.576877, -0.583232, -2.444028], [1.730810, 0.139963, -0.886437], [1.552271, -2.568019, -1.348549], [1.330440, -1.798660, 0.188249], [-0.477032, 4.354612, 2.162211]], "atomic_forces_ev_per_a": [[-0.06, 0.05, -0.05], [0.30, -0.44, 0.19], [-0.54, 0.57, -0.23], [1.08, 0.25, 0.70], [-1.60, -0.46, -2.63], [1.05, 1.11, 1.17], [-0.28, -0.38, -0.32], [0.37, 0.64, -0.76], [0.78, -1.68, 1.94], [0.05, 0.04, -0.70], [-0.48, 1.04, -0.77], [0.09, 0.23, 0.09], [-0.09, -0.04, -1.05], [0.25, -0.02, 1.10], [-0.24, 0.17, -0.30], [-0.39, 0.14, -0.03], [0.57, -0.15, 0.91], [0.21, 0.33, 0.58], [0.09, -0.11, -0.21], [-0.24, -0.29, 0.22], [-0.12, -0.05, -0.06], [0.00, -0.05, 0.11], [-0.21, -0.11, -0.15], [-0.46, -0.13, 0.23], [-0.14, -0.66, 0.02]], "lowdin_spin": [0.009, 0.007, 0.034, 0.139, 0.447, 0.089, 0.011, 0.000, 0.000, 0.000, 0.000, 0.003, 0.072, 0.004, 0.037, 0.046, 0.032, 0.019, 0.002, 0.042, -0.001, 0.001, 0.000, 0.000, 0.007], "total_charge": 1, "homo_energy_ev": [-13.3, -13.2], "multiplicity": 2, "orbital_gap_ev": [7.61, 5.23]}

---

{"formula": "C6H9AlO4", "method": "ωB97M-V/def2-TZVPD", "symbols": ["Al", "C", "C", "O", "O", "H", "H", "H", "O", "C", "O", "C", "C", "C", "H", "H", "H", "H", "H", "H"], "xyz": [[24.622280, 4.923610, -21.116660], [21.689840, 3.483040, -17.517650], [22.628890, 3.954920, -18.563450], [22.496660, 5.035620, -19.124030], [23.724510, 3.331780, -18.701400], [22.217410, 2.999190, -16.695660], [20.875660, 2.956040, -18.015120], [21.360450, 4.461970, -17.169370], [26.646340, 3.313560, -22.361760], [27.699080, 3.181780, -22.968130], [28.085050, 2.216500, -23.773830], [29.444350, 2.159480, -24.169580], [30.043670, 3.223240, -23.250390], [28.832110, 4.098180, -22.861800], [29.448520, 2.392280, -25.234430], [29.774170, 1.148740, -23.929320], [30.888570, 3.568600, -23.846190], [30.363460, 2.845010, -22.279420], [28.628570, 4.724640, -23.730260], [28.899790, 4.753270, -21.993250]], "atomic_forces_ev_per_a": [[0.25, -0.65, 0.39], [0.13, -0.18, 0.21], [0.29, 0.23, 1.04], [0.66, 0.59, -1.62], [-0.08, 0.28, -0.94], [-0.44, -0.53, 0.02], [0.09, -0.48, 0.27], [-0.27, 0.32, 0.29], [-1.44, -0.56, -0.32], [2.11, -0.65, -0.08], [-4.42, -1.11, 0.69], [0.15, 0.47, 1.31], [0.37, -0.45, 0.28], [1.68, 1.77, -1.38], [0.32, -0.04, 0.07], [0.11, 0.12, -0.41], [0.00, 1.19, 0.73], [0.59, -0.59, -0.40], [-0.14, 0.69, -0.15], [0.04, -0.41, 0.01]], "lowdin_charge": [1.379, 0.126, -0.645, 0.087, 0.290, 0.132, 0.140, 0.145, 0.042, -0.440, 0.090, -0.082, -0.092, -0.048, 0.153, 0.151, 0.139, 0.132, 0.157, 0.145], "total_charge": 2, "homo_energy_ev": -17.7, "e_above_lowest_kcal_mol": 74.5, "orbital_gap_ev": 2.92}

---

{"formula": "C6H9B", "method": "ωB97M-V/def2-TZVPD", "symbols": ["B", "C", "C", "C", "C", "C", "C", "H", "H", "H", "H", "H", "H", "H", "H", "H"], "xyz": [[-0.387230, -1.958905, -0.378148], [-0.130515, -0.839036, 0.816570], [0.059557, 0.514835, 0.557556], [-1.518017, -1.322057, 0.286808], [-0.953705, 0.989981, -0.320730], [-1.865272, 0.007972, -0.441373], [2.423141, 1.356536, -0.413350], [0.091322, -2.916099, -0.812001], [0.260101, -1.377133, 1.602054], [0.654338, 1.180728, 1.236111], [-2.140488, -1.712905, 1.037115], [-0.965435, 1.892287, -0.834405], [-2.729515, 0.142677, -1.173323], [2.986086, 1.569135, 0.463294], [1.629413, 2.018770, -0.655860], [2.586217, 0.453217, -0.970321]], "atomic_forces_ev_per_a": [[0.77, 0.58, 0.67], [-0.39, -1.88, -2.38], [1.19, 2.78, 1.46], [-0.46, 3.02, -0.36], [0.65, -1.87, 1.33], [-2.17, -1.05, -2.07], [-0.20, -0.30, -0.14], [0.24, -0.43, -0.50], [1.14, -0.71, 1.92], [-0.66, -0.83, -0.89], [-1.34, -0.59, 0.51], [-0.13, 1.54, -0.59], [1.10, -0.62, 1.20], [0.41, -0.01, 0.46], [-0.19, 0.43, -0.49], [0.05, -0.05, -0.13]], "lowdin_charge": [0.026, -0.176, -0.138, -0.170, -0.106, -0.041, 0.073, 0.049, 0.099, 0.115, 0.108, 0.088, 0.123, -0.016, -0.031, -0.002], "homo_energy_ev": [-6.6, -8.2], "e_above_lowest_kcal_mol": 115.8, "orbital_gap_ev": [6.73, 8.13]}

---

{"formula": "C6H9Br", "method": "ωB97M-V/def2-TZVPD", "symbols": ["C", "C", "C", "C", "C", "C", "Br", "H", "H", "H", "H", "H", "H", "H", "H", "H"], "xyz": [[-0.509670, 0.093950, -0.140357], [0.487297, -0.472206, 0.514679], [-0.089419, 1.309404, -0.912033], [1.409107, 1.435176, -0.583349], [-1.936556, -0.392035, -0.162106], [0.912002, -1.558107, 1.382524], [2.657389, 1.047595, -1.925487], [-0.250452, 1.179470, -1.986789], [-0.636607, 2.208273, -0.607471], [1.743024, 2.187096, 0.111074], [-2.046382, -1.318338, 0.394993], [-2.248736, -0.556916, -1.192836], [-2.588526, 0.364417, 0.273406], [0.323435, -1.575032, 2.303511], [1.960470, -1.433764, 1.658271], [0.813624, -2.518983, 0.871970]], "atomic_forces_ev_per_a": [[-0.31, -0.19, 0.06], [0.96, 2.23, -1.24], [0.41, -0.08, 0.07], [-1.15, -1.75, 0.88], [0.30, 0.13, -0.03], [-0.01, -0.27, 0.18], [0.06, 0.08, -0.08], [-0.01, 0.04, 0.02], [-0.01, 0.03, -0.03], [0.09, 0.07, 0.04], [-0.06, -0.07, 0.04], [-0.13, -0.05, -0.05], [-0.15, 0.01, 0.01], [0.02, -0.08, 0.04], [-0.03, -0.05, 0.02], [0.02, -0.06, 0.07]], "lowdin_charge": [-0.354, -0.018, -0.267, -0.590, -0.047, -0.093, 0.652, 0.099, 0.111, 0.032, 0.074, 0.078, 0.078, 0.082, 0.079, 0.083], "homo_energy_ev": [-7.8, -7.8], "e_above_lowest_kcal_mol": 74.8, "orbital_gap_ev": [8.46, 8.32]}

---

{"formula": "C6H9BrSSi", "method": "ωB97M-V/def2-TZVPD", "symbols": ["C", "C", "C", "C", "C", "C", "Si", "S", "Br", "H", "H", "H", "H", "H", "H", "H", "H", "H"], "xyz": [[1.337441, -2.422187, -0.844009], [0.206686, -1.550014, -0.907248], [1.917932, -2.447667, 0.358820], [0.066418, -0.945235, 0.281978], [-1.088213, 1.183588, 2.299043], [-0.119694, 2.652205, -2.119237], [-1.178867, 0.510518, 0.536084], [1.313237, -1.204711, 1.391678], [-3.219062, -0.348551, 0.140071], [1.564566, -3.056812, -1.700975], [-0.489975, -1.566848, -1.688833], [2.736912, -2.945185, 0.690970], [-1.929875, 0.979500, 3.011288], [-0.043275, 0.738081, 2.580077], [-1.002743, 2.277998, 2.299865], [0.612126, 3.039258, -1.469603], [0.464333, 2.084434, -2.830622], [-1.147941, 3.021620, -2.029353]], "atomic_forces_ev_per_a": [[-1.05, -0.82, -1.64], [1.51, -1.47, 0.95], [-0.43, 1.95, 0.17], [-2.27, 3.59, 0.64], [1.20, -0.27, 0.32], [0.08, -0.18, 0.45], [0.25, -0.72, -0.10], [-0.07, -1.13, -0.10], [0.05, 0.09, -0.07], [0.28, -0.01, 0.45], [-0.78, 0.37, -1.02], [2.26, -1.61, 0.62], [0.96, -0.44, -0.69], [-1.97, 0.90, 0.26], [0.23, -0.23, -0.14], [0.34, 0.86, 1.23], [-1.22, -0.34, -0.68], [0.64, -0.53, -0.66]], "lowdin_charge": [-0.184, -0.207, -0.396, -0.745, -0.291, 0.055, 0.302, 0.987, 0.266, 0.111, 0.088, 0.028, 0.041, 0.015, 0.010, -0.054, -0.015, -0.010], "homo_energy_ev": [-7.5, -8.8], "e_above_lowest_kcal_mol": 86.9, "orbital_gap_ev": [7.59, 7.96]}

---

{"formula": "C6H9Cl", "method": "ωB97M-V/def2-TZVPD", "symbols": ["C", "C", "C", "C", "C", "C", "Cl", "H", "H", "H", "H", "H", "H", "H", "H", "H"], "xyz": [[2.709964, 1.891930, -0.263052], [2.210943, 0.660981, 0.036563], [-0.487173, -0.976033, 1.277975], [-0.302538, 0.285512, 0.541247], [-0.963794, -0.710122, -0.226916], [-2.319528, -0.558916, -0.877450], [2.666925, -0.952058, -0.210555], [3.523107, 2.093430, -0.845181], [2.162196, 2.766631, 0.210503], [0.463971, -1.633091, 1.283296], [-1.063313, -1.091287, 2.190100], [-0.603468, 1.354920, 0.723338], [-0.330007, -1.443022, -0.795909], [-2.551356, 0.482490, -1.132574], [-2.992730, -1.038960, -0.134568], [-2.123200, -1.132406, -1.776811]], "atomic_forces_ev_per_a": [[-3.74, -1.80, 2.72], [-1.55, 1.93, -0.05], [1.35, -0.13, -0.59], [2.13, 1.95, 0.82], [1.62, -1.63, -0.22], [0.63, -0.50, 1.09], [0.39, 0.29, -0.34], [2.33, 0.31, -1.31], [0.63, -1.19, -0.91], [-1.67, 0.93, -0.12], [-0.32, 0.30, -0.25], [0.21, -1.55, -0.04], [-0.28, 1.09, 0.35], [-0.17, -0.36, 0.28], [-0.35, 0.45, -1.15], [-1.20, -0.09, -0.28]], "lowdin_charge": [-0.097, -0.610, -0.111, -0.102, -0.361, -0.060, 0.609, -0.001, 0.066, 0.090, 0.086, 0.121, 0.129, 0.080, 0.093, 0.069], "homo_energy_ev": [-8.3, -7.7], "e_above_lowest_kcal_mol": 124.1, "orbital_gap_ev": [8.52, 7.78]}